No. 1
C24H42Cl3N4O3SSiTi as an isolated structure, computed with the ωB97M-V functional and the def2-TZVPD basis.

Output
**HOMO energy (alpha / beta)**: 0.027 / -0.217 Eh
**Frontier orbital gap (alpha / beta)**: 0.0593 / 0.3022 hartree
**Relative energy (zero: lowest compared OMol25 entry of this formula, charge and spin)**: 0.0 kJ/mol

The geometry in ORCA input format:
```
! wB97M-V def2-TZVPD RIJCOSX def2/J DEFGRID3
* xyz -1 3
C 2.416 -2.130 -7.439
C 1.789 -1.441 -8.614
H 2.390 -3.215 -7.580
H 1.884 -1.899 -6.506
H 3.469 -1.828 -7.319
C 1.587 -2.032 -9.801
C 2.136 -3.367 -10.169
H 1.004 -1.529 -10.574
H 2.007 -4.118 -9.381
H 3.211 -3.322 -10.398
H 1.627 -3.734 -11.068
Ti 0.116 -0.026 -0.226
Cl 1.742 1.421 0.515
Cl 1.275 -0.881 -2.019
C -0.049 2.376 -1.957
O -0.697 1.441 -1.385
N -0.661 3.324 -2.653
C -2.113 3.320 -2.830
C 0.102 4.339 -3.370
H 1.047 2.428 -1.882
H -2.604 2.796 -2.006
H -2.392 2.856 -3.791
H -2.447 4.362 -2.853
H 1.111 4.383 -2.945
H -0.396 5.310 -3.254
H 0.159 4.104 -4.444
H 0.044 -4.911 -1.343
H -0.572 -2.647 -3.141
C -0.968 -4.709 -0.954
C -1.518 -3.078 -2.778
N -1.433 -3.383 -1.353
H -0.960 -4.773 0.139
C -1.518 -2.394 -0.469
O -1.504 -1.164 -0.801
H -2.328 -2.360 -2.948
H -1.568 -2.669 0.592
H -1.644 -5.471 -1.363
H -1.723 -4.014 -3.309
O 0.086 -0.210 -7.566
C 1.281 -0.039 -8.318
C -0.164 0.789 -10.250
C 1.030 0.858 -9.530
H -0.958 0.122 -9.902
C -0.315 1.562 -11.408
H 2.050 0.442 -7.694
C 2.045 1.738 -9.931
H -1.261 1.518 -11.947
C 0.744 2.350 -11.873
C 1.920 2.451 -11.121
H 2.935 1.806 -9.302
H 0.646 2.891 -12.815
H 2.747 3.075 -11.460
Si -0.846 0.596 -6.466
Cl 0.862 -1.787 1.167
C -2.616 0.180 -6.890
C -0.555 2.428 -6.608
C -0.395 -0.123 -4.811
H -2.830 0.356 -7.953
H -3.302 0.794 -6.289
H -2.811 -0.880 -6.674
H -0.411 -1.221 -4.876
H -1.103 0.178 -4.024
H 0.612 0.167 -4.477
H -0.681 2.768 -7.647
H 0.453 2.714 -6.274
H -1.293 2.964 -5.990
C -1.149 -1.375 4.010
N -0.497 -0.079 3.990
C 0.257 0.458 5.021
C 0.709 1.665 4.591
N 0.202 1.855 3.320
C -0.566 0.791 2.942
S -1.520 0.586 1.563
H -2.223 -1.286 3.805
H -0.702 -2.026 3.251
H -0.984 -1.795 5.009
H 0.392 -0.055 5.961
H 1.325 2.394 5.083
H 0.388 2.654 2.721
*
```

No. 2
A 2-piece molecular cluster, C3H8O2S overall, computed with the ωB97M-V functional and the def2-TZVPD basis.

Output
**HOMO energy**: -0.351 Eh
**Frontier orbital gap**: 0.3714 hartree
**SMILES string**: O=CCCS.O
**Relative energy (zero: lowest compared OMol25 entry of this formula, charge and spin)**: 107.0 kJ/mol

The geometry in ORCA input format:
```
! wB97M-V def2-TZVPD RIJCOSX def2/J DEFGRID3
* xyz 0 1
O 1.576 0.860 0.379
C 0.736 1.176 -0.422
C -0.601 1.731 0.022
C -1.766 1.149 -0.778
S -2.037 -0.643 -0.507
H 0.977 1.068 -1.486
H -0.675 1.455 1.075
H -0.593 2.823 -0.016
H -1.602 1.443 -1.805
H -2.674 1.661 -0.464
H -3.336 -0.386 -0.369
H 2.973 -2.544 1.802
H 4.512 -2.365 1.388
O 3.804 -2.983 1.555
*
```

No. 3
A 2-piece molecular cluster, C3H8N4 overall, computed with the ωB97M-V functional and the def2-TZVPD basis.

Output
**HOMO energy (alpha / beta)**: -0.267 / -0.267 Eh
**Frontier orbital gap (alpha / beta)**: 0.3144 / 0.3143 hartree
**Relative energy (zero: lowest compared OMol25 entry of this formula, charge and spin)**: 409.7 kJ/mol

The geometry in ORCA input format:
```
! wB97M-V def2-TZVPD RIJCOSX def2/J DEFGRID3
* xyz 0 1
C 0.085 1.441 -0.021
C -1.275 0.739 -0.053
C 1.047 0.293 -0.410
N 1.087 -1.948 1.167
N 0.095 -2.060 0.510
N -1.015 -0.296 -1.050
N 0.235 -0.771 -0.918
H 0.118 2.229 -0.773
H 0.321 1.862 0.955
H -1.512 0.301 0.929
H -2.099 1.377 -0.379
H 1.763 0.587 -1.184
H 1.621 -0.097 0.448
H 1.229 -2.624 1.928
H -1.702 -1.033 -1.149
*
```

No. 4
C33H33ClF10N6OV as an isolated structure, computed with the ωB97M-V functional and the def2-TZVPD basis.

Output
**HOMO energy (alpha / beta)**: -0.225 / -0.203 Eh
**Frontier orbital gap (alpha / beta)**: 0.2320 / 0.2099 hartree

The geometry in ORCA input format:
```
! wB97M-V def2-TZVPD RIJCOSX def2/J DEFGRID3
* xyz 0 2
V -2.053 0.441 1.496
C -0.670 -1.703 3.369
N -1.841 -1.469 2.510
C -1.759 -2.440 1.385
C -2.736 -2.150 0.256
N -2.716 -0.712 0.047
C -3.411 -0.118 -0.981
C -3.361 1.278 -1.091
F -2.620 1.964 -0.166
C -3.999 2.014 -2.062
F -3.890 3.343 -2.081
C -4.757 1.360 -3.019
F -5.398 2.047 -3.972
C -4.841 -0.017 -2.960
F -5.565 -0.674 -3.869
C -4.186 -0.733 -1.970
F -4.328 -2.075 -1.998
C -3.066 -1.637 3.351
C -4.243 -0.761 2.929
N -3.716 0.550 2.576
C -4.311 1.725 2.950
C -5.628 1.961 3.349
F -6.516 0.948 3.387
C -6.086 3.229 3.673
F -7.361 3.391 4.037
C -5.252 4.329 3.604
F -5.705 5.551 3.907
C -3.939 4.141 3.198
F -3.104 5.179 3.122
C -3.511 2.873 2.886
F -2.211 2.712 2.488
H -0.691 -2.705 3.819
H 0.238 -1.599 2.777
H -0.657 -0.961 4.165
H -0.738 -2.371 1.001
H -1.903 -3.461 1.765
H -2.419 -2.723 -0.622
H -3.736 -2.521 0.514
H -3.338 -2.700 3.389
H -2.777 -1.336 4.359
H -4.781 -1.214 2.089
H -4.945 -0.726 3.765
C 5.291 -2.371 0.180
C 3.980 -1.579 0.083
C 3.315 -1.648 1.466
C 3.068 -2.289 -0.922
C 4.288 -0.102 -0.332
O 4.754 0.625 0.810
C 5.411 0.038 -1.391
C 5.308 -0.583 -2.790
C 4.254 0.006 -3.698
C 4.250 1.369 -3.989
C 3.274 1.935 -4.792
C 2.284 1.122 -5.322
Cl 1.049 1.824 -6.325
C 2.271 -0.237 -5.072
C 3.261 -0.784 -4.265
C 3.089 0.716 -0.831
N 1.966 0.874 0.081
C 0.766 0.297 -0.026
N -0.014 0.674 0.969
C 0.790 1.533 1.666
N 1.987 1.684 1.163
H 5.084 -3.357 0.596
H 6.011 -1.891 0.848
H 5.776 -2.517 -0.786
H 3.126 -2.698 1.703
H 2.362 -1.125 1.513
H 3.952 -1.232 2.244
H 3.015 -3.351 -0.676
H 3.416 -2.211 -1.949
H 2.047 -1.910 -0.891
H 5.634 0.306 1.041
H 6.323 -0.355 -0.932
H 5.584 1.112 -1.488
H 5.177 -1.664 -2.736
H 6.285 -0.438 -3.262
H 5.021 2.011 -3.577
H 3.276 2.993 -5.009
H 1.498 -0.857 -5.505
H 3.251 -1.851 -4.077
H 2.669 0.291 -1.741
H 3.446 1.715 -1.074
H 0.480 -0.357 -0.833
H 0.458 2.052 2.550
*
```

No. 5
One molecule with the formula C6H13NS, computed with the ωB97M-V functional and the def2-TZVPD basis.

Output
**HOMO energy**: -0.332 Eh
**Frontier orbital gap**: 0.3622 hartree
**SMILES string**: C[C@@H]1CC[C@@]1(S)CN
**Relative energy (zero: lowest compared OMol25 entry of this formula, charge and spin)**: 348.8 kJ/mol

The geometry in ORCA input format:
```
! wB97M-V def2-TZVPD RIJCOSX def2/J DEFGRID3
* xyz 0 1
C -1.435 -1.057 -1.350
C -0.492 -0.740 -0.295
C -0.839 -1.057 1.117
C 0.148 0.065 1.529
C -0.151 0.724 0.174
C 1.292 1.206 -0.445
H -2.444 -0.624 -0.960
H -1.353 -2.191 -1.698
H -1.052 -0.443 -2.181
H 0.514 -1.182 -0.503
H -1.771 -0.792 1.459
H -0.650 -1.969 1.484
H 0.099 0.368 2.687
H 1.224 -0.296 1.378
H -2.153 1.814 0.976
H 1.271 1.440 -1.604
H 1.463 2.174 -0.005
H 3.178 0.814 -0.662
H 2.073 -0.679 -0.870
N 2.324 0.246 -0.182
S -1.244 2.178 -0.050
*
```

No. 6
C31H27Cl2FN5OSiYb as an isolated structure, computed with the ωB97M-V functional and the def2-TZVPD basis.

Output
**HOMO energy (alpha / beta)**: -0.283 / -0.283 Eh
**Frontier orbital gap (alpha / beta)**: 0.2772 / 0.2773 hartree
**Relative energy (zero: lowest compared OMol25 entry of this formula, charge and spin)**: 74.2 kJ/mol

The geometry in ORCA input format:
```
! wB97M-V def2-TZVPD RIJCOSX def2/J DEFGRID3
* xyz 0 2
Yb 1.026 0.868 -0.117
Cl 5.689 -0.084 -1.521
C 4.328 -0.594 -2.449
C 4.525 -1.499 -3.487
C 3.471 -1.917 -4.262
Cl 3.764 -3.043 -5.547
C 2.168 -1.444 -4.024
C 1.033 -1.794 -4.780
C -0.180 -1.240 -4.463
C -0.268 -0.364 -3.372
N 0.763 -0.039 -2.622
C 1.977 -0.538 -2.943
C 3.068 -0.079 -2.124
O 2.848 0.779 -1.191
H 5.522 -1.865 -3.677
H 1.138 -2.490 -5.599
H -1.065 -1.472 -5.035
H -1.216 0.078 -3.091
C -0.821 -2.491 2.723
Si 0.433 -2.291 1.286
C -0.594 -2.120 -0.321
C 1.503 -3.866 1.096
N 1.325 -0.818 1.387
C 2.206 -0.547 2.384
C 2.480 -1.383 3.489
C 3.361 -1.025 4.486
C 4.043 0.182 4.452
C 3.825 1.034 3.380
C 2.937 0.657 2.403
F 2.729 1.568 1.333
H -1.491 -3.327 2.562
H -1.428 -1.597 2.826
H -0.320 -2.650 3.670
H -1.330 -2.915 -0.391
H 0.042 -2.193 -1.203
H -1.138 -1.173 -0.355
H 0.902 -4.725 0.817
H 2.028 -4.113 2.012
H 2.252 -3.721 0.324
H 1.974 -2.331 3.543
H 3.520 -1.704 5.315
H 4.733 0.454 5.233
H 4.333 1.981 3.292
N -8.858 0.272 -2.337
C -7.764 0.476 -2.056
C -6.412 0.712 -1.728
C -5.752 1.833 -2.241
C -4.422 2.035 -1.949
C -3.724 1.130 -1.144
C -4.394 0.012 -0.629
C -5.724 -0.197 -0.917
C -2.343 1.318 -0.888
C -1.146 1.479 -0.710
H -6.287 2.525 -2.876
H -3.895 2.886 -2.356
H -3.853 -0.696 -0.017
H -6.243 -1.065 -0.536
C 0.017 4.596 0.544
C -0.266 3.694 1.686
N 0.222 2.478 1.834
C -0.258 2.015 3.029
C -1.053 2.962 3.599
N -1.051 4.023 2.735
H 0.637 4.069 -0.187
H 0.547 5.487 0.883
H -0.910 4.909 0.063
H 0.011 1.044 3.394
H -1.599 2.978 4.518
H -1.573 4.878 2.845
*
```

No. 7
An isolated ion of composition C4H8NO3 and charge -1, computed with the ωB97M-V functional and the def2-TZVPD basis.

Output
**HOMO energy**: -0.153 Eh
**Frontier orbital gap**: 0.2844 hartree
**SMILES string**: C[C@@H](CO)NC(=O)[O-]
**Relative energy (zero: lowest compared OMol25 entry of this formula, charge and spin)**: 118.9 kJ/mol

The geometry in ORCA input format:
```
! wB97M-V def2-TZVPD RIJCOSX def2/J DEFGRID3
* xyz -1 1
C -1.107 0.768 0.607
C -0.094 -0.144 -0.132
C 0.055 0.308 -1.576
O -1.176 0.143 -2.331
N 1.199 -0.207 0.469
C 1.438 -1.053 1.617
O 0.523 -1.854 1.883
O 2.497 -0.791 2.234
H -1.204 1.726 0.097
H -2.075 0.249 0.667
H -0.758 0.888 1.622
H -0.484 -1.154 -0.114
H 0.846 -0.279 -2.053
H 0.245 1.378 -1.591
H -1.634 -0.622 -1.963
H 1.731 0.643 0.564
*
```

No. 8
One molecule with the formula C2H4NPS, computed with the ωB97M-V functional and the def2-TZVPD basis.

Output
**HOMO energy (alpha / beta)**: -0.295 / -0.263 Eh
**Frontier orbital gap (alpha / beta)**: 0.2523 / 0.1981 hartree
**Relative energy (zero: lowest compared OMol25 entry of this formula, charge and spin)**: 295.1 kJ/mol

The geometry in ORCA input format:
```
! wB97M-V def2-TZVPD RIJCOSX def2/J DEFGRID3
* xyz 0 1
C -0.354 -0.609 -0.501
C 0.771 0.376 -0.042
N 0.347 -1.639 -1.014
P 1.455 -2.263 -1.821
S 1.569 1.250 -1.448
H -1.097 -0.749 0.304
H -0.847 0.003 -1.307
H 0.064 1.028 0.628
H 1.487 -0.025 0.625
*
```

No. 9
A 2-piece molecular cluster, C3H7NO2 overall, computed with the ωB97M-V functional and the def2-TZVPD basis.

Output
**HOMO energy**: -0.326 Eh
**Frontier orbital gap**: 0.3199 hartree
**Relative energy (zero: lowest compared OMol25 entry of this formula, charge and spin)**: 211.5 kJ/mol

The geometry in ORCA input format:
```
! wB97M-V def2-TZVPD RIJCOSX def2/J DEFGRID3
* xyz 0 1
O 0.847 -1.344 0.467
C 1.038 -0.805 1.637
O 0.624 0.357 1.942
H 1.547 -1.398 2.406
C -0.548 0.233 -2.427
C -1.282 1.169 -0.293
N -0.562 0.331 -0.914
H -0.254 -0.771 -2.737
H 0.284 0.852 -2.877
H -1.550 0.597 -2.773
H -1.924 1.822 -0.856
H -1.295 1.259 0.758
H 0.113 -0.354 -0.292
*
```

No. 10
A 5-piece molecular cluster, C18H30BCl17FO5P overall, computed with the ωB97M-V functional and the def2-TZVPD basis.

Output
**HOMO energy**: -0.296 Eh
**Frontier orbital gap**: 0.2924 hartree
**SMILES string**: CCP(CC)[C@H](CO[C@H](F)CB(O)O)O[C@H](CCO)C[C@@H](C)Cl.ClC(Cl)(Cl)Cl.ClC(Cl)(Cl)Cl.ClC(Cl)(Cl)Cl.ClC(Cl)(Cl)Cl

The geometry in ORCA input format:
```
! wB97M-V def2-TZVPD RIJCOSX def2/J DEFGRID3
* xyz 0 1
C 0.788 -5.314 0.031
C -0.660 -4.724 0.193
P -1.028 -3.405 -1.118
C -2.899 -3.416 -1.280
C -3.681 -4.033 -0.046
C -0.420 -1.750 -0.459
C -1.063 -0.558 -1.225
O -2.416 -0.275 -0.844
C -2.494 0.625 0.217
F -1.665 0.300 1.294
C -3.972 0.566 0.747
B -4.047 0.349 2.336
O -3.902 1.430 3.256
O -4.311 -0.946 2.851
O 1.017 -1.664 -0.598
C 1.503 -0.611 0.240
C 2.139 0.560 -0.601
C 1.822 1.980 -0.040
O 0.433 2.251 0.151
C 2.558 -1.156 1.269
C 3.762 -1.897 0.584
C 5.072 -1.060 0.818
Cl 4.014 -3.530 1.410
H 1.158 -5.069 -0.976
H 0.785 -6.424 0.112
H 1.417 -4.927 0.853
H -1.379 -5.568 0.089
H -0.779 -4.330 1.227
H -3.122 -4.085 -2.145
H -3.347 -2.435 -1.534
H -3.622 -5.135 -0.130
H -3.200 -3.657 0.880
H -4.746 -3.716 -0.036
H -0.614 -1.729 0.642
H -1.098 -0.849 -2.304
H -0.477 0.383 -1.178
H -2.264 1.656 -0.118
H -4.449 -0.328 0.277
H -4.537 1.447 0.381
H -2.944 1.500 3.356
H -3.578 -1.541 2.675
H 0.688 -0.149 0.838
H 3.251 0.468 -0.633
H 1.810 0.536 -1.666
H 2.207 2.716 -0.803
H 2.338 2.232 0.907
H 0.070 2.534 -0.690
H 2.882 -0.323 1.926
H 2.026 -1.901 1.902
H 3.574 -2.017 -0.515
H 5.936 -1.756 0.781
H 5.194 -0.292 0.021
H 4.987 -0.578 1.816
C -4.457 3.265 6.631
Cl -4.966 4.073 8.126
Cl -2.694 3.075 6.635
Cl -5.222 1.672 6.530
Cl -4.942 4.245 5.237
C 2.333 5.194 -3.263
Cl 3.038 5.435 -1.652
Cl 1.049 3.972 -3.172
Cl 1.651 6.722 -3.844
Cl 3.591 4.643 -4.382
C -0.381 10.233 -4.191
Cl 0.837 9.437 -5.204
Cl -0.345 11.979 -4.488
Cl -1.986 9.598 -4.590
Cl -0.026 9.915 -2.484
C 4.760 -4.770 -2.207
Cl 4.878 -5.938 -0.882
Cl 3.322 -3.763 -1.974
Cl 6.206 -3.742 -2.218
Cl 4.635 -5.632 -3.751
*
```

No. 11
A 2-piece molecular cluster, C3H4IN overall, computed with the ωB97M-V functional and the def2-TZVPD basis.

Output
**HOMO energy (alpha / beta)**: -0.344 / -0.360 Eh
**Frontier orbital gap (alpha / beta)**: 0.3029 / 0.3115 hartree
**Relative energy (zero: lowest compared OMol25 entry of this formula, charge and spin)**: 321.1 kJ/mol

The geometry in ORCA input format:
```
! wB97M-V def2-TZVPD RIJCOSX def2/J DEFGRID3
* xyz 0 1
C 0.281 -1.793 -1.403
C -0.327 0.395 -0.130
C 0.591 -0.454 -0.949
N -0.172 -2.761 -1.816
I 1.731 0.657 -2.360
H -0.781 1.253 -0.715
H -1.342 -0.076 0.131
H 0.175 0.686 0.765
H 1.828 -1.412 0.264
*
```

The calculation returns the following energy values, one per record and in order: -117075.377, -18170.136, -9197.387, -111127.441, -18754.662, -109256.468, -11912.062, -23749.579, -8808.337, -254952.941, -12762.194 eV.